# 1
{"formula": "C37H92FN2O16P3", "method": "ωB97M-V/def2-TZVPD", "symbols": ["C", "C", "C", "F", "C", "C", "N", "C", "C", "N", "P", "P", "O", "O", "O", "P", "O", "O", "O", "H", "H", "H", "H", "H", "H", "H", "H", "H", "H", "H", "H", "C", "C", "C", "O", "H", "H", "H", "H", "H", "H", "H", "H", "C", "C", "C", "O", "H", "H", "H", "H", "H", "H", "H", "H", "C", "C", "C", "O", "H", "H", "H", "H", "H", "H", "H", "H", "C", "C", "C", "O", "H", "H", "H", "H", "H", "H", "H", "H", "C", "C", "C", "O", "H", "H", "H", "H", "H", "H", "H", "H", "C", "C", "C", "O", "H", "H", "H", "H", "H", "H", "H", "H", "C", "C", "C", "O", "H", "H", "H", "H", "H", "H", "H", "H", "C", "C", "C", "O", "H", "H", "H", "H", "H", "H", "H", "H", "C", "C", "C", "O", "H", "H", "H", "H", "H", "H", "H", "H", "C", "C", "C", "O", "H", "H", "H", "H", "H", "H", "H", "H"], "xyz": [[1.574, 3.914, 1.808], [2.152, 2.662, 1.170], [1.995, 1.468, 2.123], [0.912, 1.651, 2.976], [1.742, 0.163, 1.351], [1.755, -0.923, 2.344], [1.763, -1.809, 3.068], [2.884, -0.191, 0.327], [2.649, -1.569, -0.082], [2.559, -2.637, -0.483], [4.544, 0.123, 1.107], [6.084, -1.040, 0.108], [6.841, -0.257, -0.851], [7.048, -1.526, 1.327], [5.549, -2.382, -0.600], [0.074, 0.117, 0.532], [-0.678, 1.350, 0.648], [-0.720, -1.110, 1.162], [0.230, -0.238, -1.039], [1.991, 4.028, 2.802], [1.844, 4.783, 1.219], [0.496, 3.898, 1.854], [3.207, 2.846, 0.988], [1.691, 2.477, 0.205], [2.856, 1.368, 2.779], [2.713, 0.432, -0.545], [4.419, -0.498, 2.367], [6.792, -2.439, 1.529], [5.436, -3.113, 0.025], [-0.342, -1.967, 0.905], [0.169, -1.203, -1.124], [8.051, 2.871, -1.762], [7.626, 3.979, -0.810], [8.810, 4.525, -0.026], [6.630, 3.490, 0.086], [8.477, 2.031, -1.208], [7.194, 2.487, -2.313], [8.795, 3.230, -2.476], [7.158, 4.789, -1.372], [9.262, 3.735, 0.579], [8.488, 5.314, 0.655], [9.574, 4.930, -0.692], [7.025, 2.768, 0.587], [-5.195, 1.356, 1.137], [-5.124, 0.959, -0.330], [-4.966, -0.544, -0.493], [-4.037, 1.628, -0.966], [-4.274, 1.070, 1.654], [-5.302, 2.437, 1.235], [-6.038, 0.875, 1.638], [-6.028, 1.289, -0.844], [-4.037, -0.880, -0.023], [-4.907, -0.810, -1.549], [-5.798, -1.088, -0.043], [-3.229, 1.341, -0.525], [-1.248, 3.690, -2.980], [0.067, 3.223, -3.588], [-0.170, 2.474, -4.889], [0.754, 2.383, -2.664], [-1.893, 2.836, -2.755], [-1.071, 4.218, -2.043], [-1.783, 4.356, -3.660], [0.715, 4.083, -3.762], [-0.782, 1.590, -4.709], [0.774, 2.135, -5.320], [-0.680, 3.102, -5.621], [0.205, 1.611, -2.491], [-0.278, 3.608, 5.991], [-0.402, 4.943, 5.274], [-1.254, 5.931, 6.057], [-0.928, 4.701, 3.979], [-1.263, 3.154, 6.126], [0.325, 2.918, 5.400], [0.181, 3.724, 6.974], [0.590, 5.369, 5.110], [-2.266, 5.540, 6.189], [-1.336, 6.874, 5.518], [-0.829, 6.128, 7.042], [-1.800, 4.299, 4.050], [-6.369, -4.075, -1.704], [-4.972, -4.472, -2.156], [-4.855, -5.977, -2.333], [-4.000, -4.009, -1.214], [-6.601, -4.530, -0.737], [-6.439, -2.994, -1.580], [-7.124, -4.393, -2.424], [-4.738, -3.974, -3.098], [-5.041, -6.490, -1.385], [-3.849, -6.249, -2.655], [-5.565, -6.352, -3.068], [-4.184, -4.434, -0.370], [-3.537, 0.045, -7.773], [-3.059, -0.608, -6.485], [-4.153, -1.453, -5.850], [-2.615, 0.388, -5.566], [-4.380, 0.712, -7.572], [-2.743, 0.648, -8.214], [-3.854, -0.701, -8.503], [-2.190, -1.233, -6.694], [-5.015, -0.830, -5.592], [-3.795, -1.911, -4.928], [-4.488, -2.242, -6.525], [-3.367, 0.957, -5.362], [9.938, -1.365, 4.350], [8.656, -1.333, 5.168], [7.986, -2.699, 5.203], [7.759, -0.362, 4.634], [9.722, -1.642, 3.314], [10.404, -0.380, 4.332], [10.652, -2.082, 4.758], [8.879, -1.011, 6.185], [7.716, -3.015, 4.191], [7.068, -2.660, 5.790], [8.644, -3.454, 5.635], [7.546, -0.626, 3.732], [-9.336, 3.344, -3.103], [-8.047, 2.679, -2.645], [-6.825, 3.305, -3.301], [-8.090, 1.280, -2.933], [-9.462, 3.229, -4.183], [-10.197, 2.880, -2.623], [-9.338, 4.409, -2.867], [-7.959, 2.763, -1.561], [-6.876, 3.188, -4.387], [-5.913, 2.812, -2.960], [-6.752, 4.368, -3.070], [-8.167, 1.180, -3.888], [4.104, 0.645, 6.541], [3.971, 1.995, 5.856], [3.188, 2.983, 6.709], [3.322, 1.837, 4.586], [3.117, 0.208, 6.719], [4.661, -0.049, 5.911], [4.618, 0.736, 7.499], [4.963, 2.394, 5.644], [2.179, 2.603, 6.874], [3.097, 3.940, 6.193], [3.662, 3.151, 7.677], [2.439, 1.487, 4.756], [-2.866, -10.058, -3.630], [-4.140, -10.087, -2.800], [-4.743, -11.483, -2.757], [-5.089, -9.158, -3.324], [-3.078, -10.347, -4.664], [-2.448, -9.051, -3.652], [-2.115, -10.739, -3.229], [-3.922, -9.753, -1.785], [-5.010, -11.815, -3.764], [-5.655, -11.488, -2.160], [-4.044, -12.204, -2.331], [-5.302, -9.430, -4.223]], "smiles": "CC[C@@H](F)[C@](C#N)([C@H](C#N)PP(=O)(O)O)P(=O)(O)O.CC(C)O.CC(C)O.CC(C)O.CC(C)O.CC(C)O.CC(C)O.CC(C)O.CC(C)O.CC(C)O.CC(C)O", "charge": 0, "gap_ev": 9.45, "e_homo_ev": -9.64, "lumo_ev": -0.188, "energy_ha": -3902.3510}



# 2
{"formula": "C4H10NO", "method": "ωB97M-V/def2-TZVPD", "symbols": ["C", "C", "C", "C", "N", "O", "H", "H", "H", "H", "H", "H", "H", "H", "H", "H"], "xyz": [[-2.952, -0.873, 0.112], [1.161, -0.187, -0.315], [0.560, 0.682, 0.502], [2.239, -1.144, 0.071], [-0.203, 1.794, -0.129], [-2.128, -0.003, 0.124], [-2.479, -1.973, 0.097], [-4.113, -0.615, 0.013], [1.069, 0.007, -1.446], [0.751, 0.545, 1.513], [2.139, -2.153, -0.459], [2.144, -1.509, 1.007], [3.295, -0.729, -0.246], [-0.125, 2.656, 0.458], [-1.273, 1.736, -0.160], [-0.085, 1.764, -1.141]], "multiplicity": 3, "charge": 1, "gap_ev": [6.96, 8.13], "e_homo_ev": [-10.37, -14.57], "lumo_ev": [-3.412, -6.443], "e_above_lowest_ev": 1.504, "energy_ha": -287.9214}



# 3
{"formula": "C18H24HgN2O", "method": "ωB97M-V/def2-TZVPD", "symbols": ["Hg", "C", "C", "C", "C", "C", "C", "C", "C", "N", "C", "C", "C", "C", "C", "C", "C", "C", "C", "C", "H", "H", "H", "H", "H", "H", "H", "H", "H", "H", "H", "H", "H", "H", "H", "H", "H", "H", "H", "H", "H", "H", "H", "H", "O", "N"], "xyz": [[-3.828, 0.308, 0.084], [2.635, -0.574, -3.697], [1.242, -0.201, -3.276], [0.271, 0.117, -4.234], [-1.033, 0.475, -3.871], [-2.060, 0.813, -4.915], [-1.351, 0.504, -2.534], [-0.410, 0.172, -1.508], [0.907, -0.174, -1.940], [-0.854, 0.221, -0.261], [-0.159, -0.013, 0.965], [0.337, -1.484, 1.054], [1.017, -1.723, 2.399], [0.025, -1.501, 3.541], [-0.470, -0.054, 3.486], [0.715, 0.899, 3.664], [1.704, 0.667, 2.522], [2.210, -0.778, 2.562], [1.037, 0.953, 1.177], [-1.135, 0.208, 2.135], [2.737, -0.550, -4.779], [2.884, -1.578, -3.352], [3.363, 0.116, -3.271], [0.536, 0.092, -5.283], [-1.640, 0.744, -5.916], [-2.442, 1.823, -4.769], [-2.906, 0.128, -4.849], [-2.347, 0.801, -2.225], [1.668, -0.435, -1.222], [1.026, -1.702, 0.239], [-0.533, -2.138, 0.941], [1.368, -2.759, 2.416], [0.511, -1.689, 4.501], [-0.817, -2.193, 3.453], [-1.204, 0.113, 4.279], [1.198, 0.709, 4.625], [0.369, 1.936, 3.664], [2.553, 1.348, 2.633], [2.706, -0.971, 3.515], [2.940, -0.945, 1.766], [1.764, 0.858, 0.371], [0.649, 1.975, 1.158], [-1.512, 1.236, 2.096], [-1.982, -0.482, 2.015], [-5.762, 2.907, 0.220], [-5.925, 1.819, 0.421]], "multiplicity": 2, "charge": 1, "gap_ev": [6.79, 5.66], "e_homo_ev": [-11.22, -11.98], "lumo_ev": [-4.437, -6.325], "e_above_lowest_ev": 0.000, "energy_ha": -1038.1263}



# 4
{"formula": "C3H5O2P", "method": "ωB97M-V/def2-TZVPD", "symbols": ["O", "C", "C", "C", "P", "O", "H", "H", "H", "H", "H"], "xyz": [[-0.245, 1.046, -2.974], [-0.372, 0.892, -1.823], [0.602, 1.106, -0.449], [-0.548, 0.278, 0.158], [-0.136, -1.406, 0.842], [-1.236, 0.143, -1.150], [1.440, 0.547, -0.773], [0.827, 2.148, 0.079], [-1.119, 0.876, 0.812], [0.200, -1.895, -0.379], [-1.519, -1.935, 0.757]], "smiles": "O=C1C[C@H](P)O1", "charge": 0, "gap_ev": 10.81, "e_homo_ev": -10.09, "lumo_ev": 0.724, "e_above_lowest_ev": 1.821, "energy_ha": -609.0816}



# 5
{"formula": "C32H23Br2IN8O2Y", "method": "ωB97M-V/def2-TZVPD", "symbols": ["Y", "N", "C", "N", "C", "N", "N", "C", "C", "C", "C", "C", "C", "N", "C", "C", "C", "C", "C", "C", "H", "H", "H", "H", "H", "H", "H", "H", "H", "H", "H", "O", "C", "C", "C", "N", "C", "Br", "C", "H", "H", "H", "H", "N", "C", "C", "C", "C", "C", "N", "C", "H", "H", "H", "H", "Br", "C", "C", "C", "C", "C", "C", "I", "H", "H", "H", "H", "O", "C"], "xyz": [[0.472, 0.025, 0.557], [-1.611, -2.085, 4.277], [-1.256, -1.199, 3.374], [-0.141, -1.236, 2.673], [0.752, -2.295, 2.914], [1.867, -2.415, 2.279], [2.077, -1.442, 1.308], [3.271, -1.413, 0.845], [3.654, -0.449, -0.188], [4.913, -0.506, -0.744], [5.257, 0.428, -1.720], [4.325, 1.376, -2.082], [3.076, 1.367, -1.467], [2.729, 0.477, -0.539], [0.420, -3.290, 3.933], [1.274, -4.349, 4.259], [0.894, -5.269, 5.210], [-0.347, -5.157, 5.845], [-1.197, -4.111, 5.547], [-0.792, -3.185, 4.598], [-2.479, -1.958, 4.778], [-1.947, -0.379, 3.214], [4.007, -2.107, 1.244], [5.615, -1.262, -0.419], [6.237, 0.408, -2.179], [4.544, 2.132, -2.823], [2.342, 2.114, -1.733], [2.228, -4.427, 3.757], [1.558, -6.081, 5.473], [-0.645, -5.892, 6.580], [-2.155, -4.015, 6.043], [-6.140, 0.068, 0.626], [-4.825, 0.188, 0.631], [-4.135, 1.381, 0.871], [-2.764, 1.363, 0.844], [-2.023, 0.255, 0.596], [-2.724, -0.869, 0.388], [-1.711, -2.439, 0.097], [-4.087, -0.977, 0.390], [-6.600, 0.902, 0.792], [-4.658, 2.308, 1.070], [-2.215, 2.276, 1.031], [-4.591, -1.916, 0.212], [-0.591, 2.216, -5.463], [-0.325, 1.273, -4.865], [0.020, 0.152, -4.026], [0.428, -1.080, -4.521], [0.763, -2.075, -3.613], [0.680, -1.807, -2.262], [0.278, -0.618, -1.777], [-0.045, 0.335, -2.654], [0.484, -1.253, -5.588], [1.086, -3.050, -3.950], [0.940, -2.569, -1.537], [-0.375, 1.291, -2.264], [2.452, 5.027, -2.252], [0.635, 4.880, -2.705], [0.190, 5.489, -3.872], [-1.139, 5.381, -4.254], [-2.043, 4.663, -3.486], [-1.623, 4.053, -2.313], [-0.294, 4.183, -1.944], [0.300, 3.302, -0.134], [0.893, 6.042, -4.479], [-1.467, 5.865, -5.165], [-3.076, 4.575, -3.793], [-2.323, 3.501, -1.699], [0.943, 2.248, 3.577], [0.736, 1.626, 2.676]], "charge": 3, "gap_ev": 6.91, "e_homo_ev": -16.03, "lumo_ev": -9.112, "energy_ha": -7305.0882}



# 6
{"formula": "CCl3O2", "method": "ωB97M-V/def2-TZVPD", "symbols": ["C", "Cl", "Cl", "Cl", "O", "O"], "xyz": [[-0.176, -0.767, -0.226], [1.332, -1.253, -0.901], [-1.304, -0.164, -1.285], [-0.501, -1.159, 1.341], [0.820, 1.397, 0.277], [-0.171, 1.945, 0.794]], "multiplicity": 4, "charge": 0, "gap_ev": [8.55, 9.97], "e_homo_ev": [-7.93, -11.38], "lumo_ev": [0.617, -1.407], "e_above_lowest_ev": 0.263, "energy_ha": -1568.9561}



# 7
{"formula": "C4H9N2", "method": "ωB97M-V/def2-TZVPD", "symbols": ["C", "C", "C", "C", "N", "N", "H", "H", "H", "H", "H", "H", "H", "H", "H"], "xyz": [[-2.912, -1.403, -0.271], [-2.710, -1.792, -1.405], [0.293, -1.354, -0.278], [1.569, 1.114, 0.320], [0.348, -0.074, -0.072], [1.020, 2.110, 1.042], [-3.023, -1.325, 0.783], [-2.635, -1.864, -2.450], [-0.459, -1.915, -0.665], [1.131, -1.858, -0.069], [2.015, 1.289, -0.618], [2.343, 0.669, 0.835], [0.793, 1.857, 1.959], [-0.448, 0.442, -0.279], [0.460, 2.810, 0.528]], "charge": 1, "gap_ev": 9.82, "e_homo_ev": -14.43, "lumo_ev": -4.612, "e_above_lowest_ev": 4.718, "energy_ha": -266.9259}



# 8
{"formula": "C21H23N9O4", "method": "ωB97M-V/def2-TZVPD", "symbols": ["O", "C", "N", "C", "C", "C", "C", "C", "C", "N", "N", "N", "N", "C", "C", "C", "C", "C", "C", "N", "C", "N", "C", "H", "H", "H", "H", "H", "H", "H", "H", "H", "H", "H", "C", "N", "C", "O", "C", "C", "O", "N", "C", "C", "O", "H", "H", "H", "H", "H", "H", "H", "H", "H", "H", "H", "H"], "xyz": [[-3.857, -0.930, -2.615], [-3.283, -0.618, -1.580], [-2.012, -0.063, -1.573], [-1.213, 0.333, -2.655], [-1.663, 0.502, -3.975], [-0.776, 0.866, -4.990], [0.571, 1.083, -4.697], [1.042, 0.959, -3.383], [2.454, 1.216, -3.068], [3.446, 1.328, -3.901], [4.568, 1.587, -3.154], [4.302, 1.654, -1.897], [2.981, 1.415, -1.825], [0.134, 0.588, -2.378], [-3.956, -0.865, -0.294], [-4.982, -1.828, -0.202], [-5.631, -2.077, 1.016], [-5.268, -1.362, 2.165], [-4.265, -0.397, 2.077], [-3.788, 0.432, 3.086], [-2.902, 1.208, 2.508], [-2.762, 0.882, 1.171], [-3.626, -0.147, 0.871], [-1.527, -0.190, -0.686], [-2.701, 0.350, -4.248], [-1.134, 0.978, -6.010], [1.255, 1.363, -5.495], [2.439, 1.374, -0.963], [0.479, 0.472, -1.359], [-5.276, -2.390, -1.086], [-6.414, -2.828, 1.067], [-5.759, -1.535, 3.117], [-2.352, 1.995, 3.016], [-2.179, 1.381, 0.504], [0.605, -0.724, 4.152], [0.054, -0.862, 2.804], [0.695, -0.743, 1.637], [0.065, -0.916, 0.597], [2.189, -0.359, 1.593], [2.346, 1.169, 1.683], [1.632, 1.849, 0.665], [2.817, -0.896, 0.374], [4.098, -1.181, 0.148], [5.165, -0.766, 1.141], [4.415, -1.792, -0.857], [-0.180, -0.923, 4.884], [0.981, 0.287, 4.316], [1.410, -1.446, 4.309], [-0.920, -1.126, 2.726], [2.674, -0.805, 2.458], [3.400, 1.434, 1.616], [1.974, 1.505, 2.651], [1.756, 2.799, 0.789], [2.186, -1.225, -0.345], [6.107, -1.225, 0.842], [4.907, -1.104, 2.141], [5.282, 0.315, 1.112]], "smiles": "O=C(Nc1cccc(-c2nnn[nH]2)c1)c1cccc2nc[nH]c12.CNC(=O)[C@H](CO)NC(C)=O", "charge": 0, "gap_ev": 8.28, "e_homo_ev": -8.56, "lumo_ev": -0.279, "energy_ha": -1607.8614}



# 9
{"formula": "C22H29F2N3O2", "method": "ωB97M-V/def2-TZVPD", "symbols": ["O", "C", "C", "C", "C", "F", "C", "C", "C", "F", "N", "C", "C", "C", "N", "C", "C", "C", "C", "O", "N", "C", "C", "C", "C", "C", "C", "C", "C", "H", "H", "H", "H", "H", "H", "H", "H", "H", "H", "H", "H", "H", "H", "H", "H", "H", "H", "H", "H", "H", "H", "H", "H", "H", "H", "H", "H", "H"], "xyz": [[-3.097, -0.075, -2.529], [-3.350, -0.307, -1.362], [-4.110, 0.696, -0.532], [-5.445, 0.458, -0.229], [-6.179, 1.424, 0.434], [-7.471, 1.172, 0.726], [-5.629, 2.636, 0.811], [-4.303, 2.882, 0.508], [-3.566, 1.921, -0.163], [-2.277, 2.191, -0.432], [-3.077, -1.475, -0.754], [-3.246, -1.717, 0.661], [-2.063, -2.525, 1.210], [-0.799, -2.179, 0.402], [-0.641, -0.725, 0.400], [-0.054, -0.216, 1.627], [1.462, -0.423, 1.726], [2.172, 0.185, 0.514], [3.644, -0.204, 0.528], [4.027, -1.278, 0.962], [4.512, 0.680, -0.004], [4.235, 2.002, -0.532], [5.567, 2.445, -1.138], [6.594, 1.736, -0.257], [5.937, 0.382, -0.021], [1.531, -0.362, -0.768], [0.020, -0.104, -0.730], [-1.008, -2.809, -0.980], [-2.434, -2.537, -1.496], [-5.915, -0.470, -0.515], [-6.232, 3.366, 1.326], [-3.834, 3.814, 0.779], [-3.297, -0.756, 1.173], [-4.185, -2.258, 0.841], [-1.938, -2.302, 2.269], [-2.250, -3.596, 1.120], [0.069, -2.674, 0.868], [-0.273, 0.857, 1.660], [-0.543, -0.682, 2.484], [1.832, 0.038, 2.644], [1.704, -1.486, 1.771], [2.059, 1.272, 0.539], [3.938, 2.681, 0.278], [3.436, 1.977, -1.276], [5.648, 2.085, -2.164], [5.679, 3.527, -1.138], [6.710, 2.270, 0.687], [7.568, 1.647, -0.732], [6.158, -0.317, -0.835], [6.223, -0.092, 0.920], [1.732, -1.434, -0.830], [1.965, 0.115, -1.649], [-0.148, 0.972, -0.633], [-0.457, -0.412, -1.660], [-0.865, -3.887, -0.877], [-0.263, -2.457, -1.689], [-2.424, -2.236, -2.544], [-3.051, -3.437, -1.396]], "smiles": "O=C(c1cc(F)ccc1F)N1CCC(N2CCC(C(=O)N3CCCC3)CC2)CC1", "charge": 0, "gap_ev": 8.78, "e_homo_ev": -8.10, "lumo_ev": 0.679, "e_above_lowest_ev": 0.174, "energy_ha": -1370.2350}